Formula: BrH10O5
Source: the Open Molecules 2025 dataset
Level of theory: ωB97M-V with the def2-TZVPD basis set

HOMO ... -0.101 Eh
Total charge ... -1
Electronic energy ... -80443.437 eV
LUMO ... 0.1306 Eh

Each line ends with the Mulliken charge.
Cartesian coordinates (Å):
Br 1.52667 -0.18495 0.45325  -0.946
O -0.66685 2.01922 -1.26081  -0.766
H 0.29396 1.92730 -1.13087  0.300
H -0.97026 1.68500 -0.38825  0.314
O -0.56925 -0.31510 -2.50154  -0.647
H -0.46857 0.50349 -2.02715  0.393
H -0.83561 0.06376 -3.33249  0.284
O 0.06267 -1.07062 2.01993  -0.472
H 0.29341 -1.79529 2.66076  0.218
H -0.53170 -1.44123 1.31797  0.333
O 0.00663 2.06614 2.90674  -0.627
H -0.47152 1.21770 2.78141  0.313
H -0.10482 2.65427 2.16215  0.291
O 0.59747 -2.73633 -1.20266  -0.644
H 0.33876 -1.90133 -1.63083  0.360
H 1.49901 -2.69205 -0.82761  0.297